DFT (ωB97M-V/def2-TZVPD) results for a 2-piece molecular cluster, CH2O3S2 overall in a non-equilibrium geometry.

Cartesian coordinates (Å):
1 S -2.19971 -0.01585 -0.26069
2 S 1.78766 1.03380 0.01929
3 O -1.38909 1.17507 -0.00299
4 O 0.43326 -1.18134 0.04543
5 O -3.18902 -0.31300 0.75327
6 C 1.51520 -0.65189 -0.06964
7 H 0.49684 1.08006 -0.07836
8 H 2.54487 -1.12685 -0.40630

Values from the calculation:
E_tot = -1061.36196 a.u.
Energy above the lowest of the compared OMol25 structures with the same formula, charge and spin = 30.6 kJ/mol

Listed below, in e, are the Löwdin charges computed for each atom: number 1, S, carries 0.94; number 2, S, carries 0.86; number 3, O, carries -0.48; number 4, O, carries -0.10; number 5, O, carries -0.41; number 6, C, carries -0.72; number 7, H, carries -0.18; number 8, H, carries 0.10